A 2-piece molecular cluster, C3H7O4S overall in a non-equilibrium geometry, computed with ωB97M-V/def2-TZVPD.

## Properties
* charge: -1
* Kohn-Sham gap: 5.2520 eV

Last column: Löwdin charge in e.
CARTESIAN COORDINATES (ANGSTROEM)
C 1.455 0.297 -0.871  -0.1163
C 0.416 -0.051 0.079  -0.1909
C 0.446 -1.427 0.728  -0.5024
O -2.305 -0.775 -0.620  -0.7985
O -2.652 1.008 -2.509  -0.5031
O 1.142 -2.409 0.025  0.0389
O 0.067 -1.648 1.851  0.0632
S -3.185 0.439 -0.996  0.5637
H 1.589 -0.318 -1.690  0.0487
H 2.378 0.304 -0.328  0.0710
H 1.272 1.219 -1.383  0.0725
H 0.256 0.648 0.873  0.1143
H -0.655 -0.243 -0.343  0.0881
H 1.312 -3.187 0.620  0.1225
H -2.655 0.346 -3.120  -0.0718



A 2-piece molecular cluster, C3H9S2 overall in a non-equilibrium geometry, computed with ωB97M-V/def2-TZVPD.

## Properties
* charge: -1
* Kohn-Sham gap: 6.1687 eV

Last column: Löwdin charge in e.
CARTESIAN COORDINATES (ANGSTROEM)
C 2.639 2.205 -0.415  -0.5533
S 1.509 0.804 -0.204  0.5246
H 3.092 2.631 0.481  0.0078
H 2.121 3.053 -0.872  0.0022
H 3.420 1.855 -1.092  0.0039
C -1.284 -1.576 -1.371  -0.2483
C -2.056 -1.504 -0.061  -0.8224
S -1.205 -0.542 1.223  0.1803
H -1.104 -0.593 -1.796  0.0403
H -0.358 -2.143 -1.314  0.0522
H -1.920 -2.048 -2.141  0.0466
H -2.299 -2.531 0.253  0.0281
H -3.064 -1.112 -0.246  0.0236
H 0.436 0.850 0.681  -0.2856